No. 1
15
Properties=species:S:1:pos:R:3:forces:R:3:lowdin_charge:R:1 method="wB97M-V/def2-TZVPD" orbital_gap_ev=8.58 smiles="O=CC1=NNC[C@H]2O[C@@H]12" de_lowest_kcal_mol=142.7 multiplicity=1
C -2.3625 -0.5390 -0.5711 -2.23 2.77 1.60 -0.106
C -0.8869 -0.4796 -0.3854 -3.97 1.95 -0.68 -0.310
C 1.4867 0.1020 1.0190 -3.18 -0.67 0.35 -0.054
C 0.9743 1.1105 -0.0407 2.69 4.70 1.29 -0.328
C -0.2657 0.8120 -0.6170 -1.64 -0.28 -2.57 -0.142
H -2.6485 -1.6933 -0.4132 -0.58 2.48 -0.68 0.156
H 1.4737 -1.8505 0.4815 1.40 -1.88 0.76 0.082
H 0.8651 0.0985 2.1545 1.98 0.40 -3.33 0.188
H 2.5887 -0.0333 1.1072 -0.98 0.38 0.05 0.120
H 1.1204 2.3366 -0.0822 0.28 -3.28 0.78 0.200
H -1.0429 1.5662 -0.9774 1.72 -0.81 0.23 0.171
N -0.3209 -1.4992 0.0676 2.67 0.76 0.03 0.156
N 1.0130 -1.0611 0.1701 0.72 -3.04 2.81 -0.090
O -3.0768 0.5618 -0.5789 3.02 -5.96 -0.41 -0.035
O 1.0823 0.5685 -1.3340 -1.91 2.48 -0.22 -0.006

No. 2
55
Properties=species:S:1:pos:R:3:forces:R:3:lowdin_charge:R:1 method="wB97M-V/def2-TZVPD" orbital_gap_ev=8.89 de_lowest_kcal_mol=430.6 multiplicity=1
O -0.7151 -0.3653 1.8996 0.65 -0.81 -1.73 -0.034
H -0.2884 -1.2508 2.0472 -0.60 1.19 -0.25 0.119
C -1.0888 -0.3201 0.4468 -4.28 -1.62 2.14 -0.417
C -0.1085 -0.8819 -0.4333 6.13 -2.69 -4.38 0.102
C 0.8236 -1.4210 -1.1589 -14.68 7.04 9.97 -0.117
C 1.8913 -1.7381 -1.7388 8.53 -2.09 -7.89 -0.241
H 2.1033 -2.8196 -1.4032 0.64 1.37 -1.28 0.171
H 1.6635 -1.5520 -2.9718 0.56 -1.41 2.83 0.203
C 3.1297 -0.7533 -1.6054 1.84 -3.63 2.40 -0.064
N 3.9776 -1.3291 -0.3888 -1.65 1.99 -2.71 -0.144
C 5.2459 -0.5986 -0.3012 -2.46 -2.80 -2.48 -0.276
C 5.3174 0.7580 0.0346 6.99 -2.15 6.38 -0.170
C 4.7752 0.6454 1.3867 -3.14 9.78 1.80 -0.249
C 3.3351 0.4087 1.4729 2.47 -5.59 -5.79 -0.141
C 3.2825 -1.1356 0.7837 -1.68 -1.68 7.72 -0.215
H 2.1936 -1.5052 0.9596 1.85 0.41 -1.39 0.109
H 3.8613 -1.9282 1.6702 -1.37 2.31 -2.21 0.177
H 2.6862 0.9043 0.8556 -1.11 2.08 -1.82 0.075
H 2.9562 0.4605 2.3594 -2.10 -0.27 5.55 0.045
H 4.7450 1.9223 1.9255 0.61 -2.93 -1.38 0.187
H 5.2594 0.2422 2.1522 2.51 -2.51 2.56 0.060
H 4.8188 1.4088 -0.4380 -3.41 4.83 -4.17 0.049
H 6.4691 1.0580 0.2481 -2.51 -0.42 -1.25 0.190
H 5.7023 -0.8772 -1.1291 1.75 -0.28 -5.39 0.081
H 5.8385 -1.2663 0.1485 2.32 -1.83 3.89 0.105
H 2.9431 0.2914 -1.4059 -0.56 0.23 -0.56 0.113
H 3.8528 -1.0165 -2.3833 -0.55 0.81 -0.41 0.112
C -2.3944 -1.1957 0.3120 -2.53 -3.35 4.44 -0.098
C -2.8065 -2.0058 -0.7564 4.80 3.90 -0.05 -0.098
C -3.7867 -2.8483 -0.9062 0.10 -1.55 -8.83 -0.112
C -4.6163 -2.9416 0.0712 -3.70 -3.09 -1.29 -0.223
C -4.3621 -2.4802 1.2077 3.09 5.28 10.91 -0.076
C -3.2077 -1.5730 1.4653 -1.49 -2.22 -7.30 0.054
H -3.0283 -1.2739 2.3686 1.00 1.84 5.18 0.036
H -4.9848 -2.7094 2.2016 1.17 0.46 -2.56 0.155
H -5.4393 -3.5059 0.0711 -3.25 -2.37 -0.80 0.086
H -4.0157 -3.2715 -2.0971 0.73 0.94 3.88 0.197
H -2.0933 -1.7735 -1.4574 1.17 -0.43 -2.92 0.080
C -1.6529 1.0941 0.1305 2.61 -0.57 0.63 -0.182
C -2.8538 1.7104 1.1219 5.58 -11.80 -0.11 -0.172
C -2.9377 2.9721 0.8761 -4.27 12.17 -4.24 -0.321
C -3.5613 3.2899 -0.5064 2.51 -0.46 -7.07 -0.137
C -2.4309 2.6272 -1.6324 2.66 -0.58 3.76 -0.125
C -2.1037 1.0618 -1.3191 8.63 10.65 2.50 -0.145
H -1.3722 0.8846 -2.0734 1.19 -0.62 -0.12 0.110
H -2.8031 0.5534 -1.5391 -9.65 -6.90 -2.09 -0.004
H -2.5562 2.6607 -2.6634 -1.15 0.70 -1.83 0.043
H -1.2860 3.1040 -1.4863 -3.15 -0.66 -0.11 0.150
H -3.5729 4.3643 -1.0696 -0.28 -2.00 2.56 0.140
H -4.4842 2.7413 -0.8780 0.72 0.67 1.27 0.112
H -3.7869 3.4669 1.3192 0.06 0.35 2.11 0.117
H -2.0969 3.6843 0.8628 0.16 -0.87 0.80 0.147
H -2.2417 1.5330 1.9677 -0.40 -0.43 1.93 0.114
H -3.5827 0.9160 0.9723 -0.89 0.90 0.40 0.137
H -0.6120 1.5741 0.4041 -2.17 0.69 -1.19 0.182

No. 3
27
Properties=species:S:1:pos:R:3:forces:R:3:lowdin_charge:R:1 method="wB97M-V/def2-TZVPD" orbital_gap_ev=6.05 total_charge=+2 multiplicity=1
O 0.4373 2.2975 -2.7908 0.25 -2.50 0.54 0.193
C 0.5410 1.2125 -2.4650 -0.16 3.08 -0.40 0.019
Be 0.5272 -1.0019 -1.2088 -0.90 2.02 0.82 -0.066
O 0.4133 -2.2026 -4.5202 -0.06 1.72 1.06 0.177
C 0.4118 -1.2917 -3.8430 0.18 -2.29 -1.74 0.019
C 0.3811 -2.7856 -1.0495 -1.09 -5.66 1.50 0.115
O 0.2007 -3.8834 -0.7568 0.76 4.54 -1.38 0.301
C -1.5140 -0.9128 -1.8071 -3.36 -1.33 1.44 0.075
O -2.6056 -1.2100 -1.6365 3.37 1.13 -0.92 0.246
C 2.2318 -0.7736 -1.7529 5.35 -0.51 -0.79 0.044
O 3.3661 -0.7974 -1.9442 -4.51 0.41 0.61 0.285
N 2.1631 -1.8661 1.1652 -0.39 0.27 -0.02 0.138
C 1.2564 -0.8845 1.3833 -0.47 0.37 -0.27 -0.618
N 0.4753 -0.3539 0.4178 0.80 -1.03 -1.04 0.016
C -0.3409 0.7067 0.8987 0.12 -0.39 0.41 -0.264
C -1.2576 1.4612 0.1644 0.08 -0.13 0.33 -0.042
C -2.0574 2.3698 0.8610 0.19 -0.11 -0.19 -0.028
C -1.9180 2.5469 2.2392 0.36 -0.35 0.38 -0.027
C -0.9814 1.8042 2.9659 0.20 -0.13 -0.14 -0.037
C -0.1890 0.8864 2.2810 -0.36 0.15 -0.31 -0.417
S 1.0229 -0.2126 2.9580 -0.31 0.22 -0.69 1.206
H 2.6729 -2.2225 1.9681 0.01 -0.13 -0.44 0.139
H 2.2848 -2.3136 0.2562 0.22 0.25 0.98 0.078
H -1.3377 1.3347 -0.9203 -0.18 0.23 0.57 0.062
H -2.8028 2.9427 0.3195 0.13 -0.01 0.07 0.127
H -2.5393 3.2565 2.7762 0.04 -0.08 -0.19 0.129
H -0.8424 1.8931 4.0407 -0.26 0.25 -0.19 0.130

No. 4
7
Properties=species:S:1:pos:R:3:forces:R:3:lowdin_charge:R:1 method="wB97M-V/def2-TZVPD" orbital_gap_ev=11.00 smiles="O=CS.F" de_lowest_kcal_mol=0.0 multiplicity=1
C 0.6933 -0.7834 0.5279 -0.80 1.13 -1.12 -0.586
O -0.4786 -0.9965 0.3824 -0.59 0.24 -0.01 -0.059
F -2.1857 0.9707 -0.5128 -0.24 0.50 -0.22 -0.091
S 1.5021 0.6926 -0.2208 -0.89 -0.69 0.09 0.732
H 1.2217 -1.5363 1.0999 1.25 0.28 0.15 0.084
H -1.6826 0.3438 -0.0538 0.33 -0.65 0.15 0.007
H 0.3941 1.1839 -0.9412 0.93 -0.80 0.95 -0.086

No. 5
45
Properties=species:S:1:pos:R:3:forces:R:3:lowdin_charge:R:1 method="wB97M-V/def2-TZVPD" orbital_gap_ev=8.60 de_lowest_kcal_mol=0.0 multiplicity=1
Tl -2.7773 -0.9821 1.0118 0.50 -0.24 -0.15 0.861
O -0.7509 -4.0088 4.8612 -0.70 -0.17 0.28 0.103
C -0.7620 -3.0504 3.9230 1.86 0.13 -0.27 -0.463
O -0.7144 -1.8886 4.2231 -0.86 0.41 -0.23 0.100
C -0.3929 -3.6153 2.5773 -0.07 -1.02 -0.05 -0.174
C 0.1222 -4.9209 2.5604 -0.25 1.19 -0.22 0.003
C 0.6330 -5.3411 1.3578 -0.19 -1.08 -0.08 -0.049
C 0.5587 -4.5584 0.2258 -0.51 0.06 -0.35 0.024
C -0.0665 -3.3084 0.3018 -0.57 -0.68 0.29 -0.167
N -0.5083 -2.8792 1.4695 -0.56 0.85 1.15 0.133
C -0.4364 -2.4960 -0.9471 -0.77 1.21 0.23 -0.636
O 0.3495 -2.5517 -1.8701 0.69 -0.36 -0.71 0.040
O -1.5135 -1.7762 -0.9287 0.62 -0.68 0.82 -0.293
H -0.8134 -3.5374 5.7043 -0.02 -0.06 0.11 0.135
H 0.0956 -5.6080 3.3899 0.03 0.31 0.22 0.117
H 0.9299 -6.3886 1.3660 0.34 0.26 -0.61 0.116
H 0.7603 -4.9731 -0.7432 0.51 0.09 -0.27 0.119
C -0.1340 2.2917 -5.2756 0.14 -0.55 0.79 -0.144
C 0.3450 3.0434 -4.0123 -0.75 -0.34 -1.13 -0.379
S -0.7870 2.6603 -2.6379 -0.47 -0.55 -1.02 0.891
O -0.5398 3.6027 -1.5278 0.40 0.56 0.80 -0.555
C -0.1223 1.0383 -2.1631 0.46 -0.32 0.31 -0.381
C 1.2846 1.0573 -1.4992 -1.45 -0.46 1.24 -0.094
H 0.4879 2.5024 -6.1357 0.61 -0.23 0.04 0.068
H -1.0974 2.6289 -5.6093 -0.76 0.04 0.23 0.058
H -0.1702 1.2072 -5.0428 0.00 0.57 -0.60 0.072
H 0.3228 4.1104 -4.2637 0.10 -0.13 0.73 0.094
H 1.3187 2.6787 -3.7546 0.71 0.28 0.20 0.059
H -0.0967 0.3845 -3.0526 -0.14 0.35 0.26 0.087
H -0.8951 0.5999 -1.5061 0.43 0.17 -0.20 0.057
H 1.9770 1.5133 -2.1752 0.69 0.20 -0.15 0.044
H 1.5540 -0.0038 -1.3047 -0.01 0.70 -0.22 0.081
H 1.2771 1.5897 -0.5005 -0.01 -0.43 -1.21 0.076
C 0.4095 4.1596 1.3869 -0.11 -0.51 -0.15 -0.019
N -0.0157 2.8494 1.8758 0.68 0.72 -1.04 -0.136
C 0.6860 1.9830 2.6746 0.54 -0.75 -0.13 -0.058
C 0.0241 0.7802 2.5498 -0.53 0.69 -0.11 -0.123
N -1.0620 0.9549 1.7097 0.18 -0.86 -0.34 -0.059
C -1.0104 2.1805 1.2476 0.59 -0.62 1.92 -0.191
H 0.5109 4.8497 2.2012 0.28 0.28 0.56 0.076
H -0.4787 4.4652 0.8311 0.78 0.44 -0.60 0.078
H 1.3718 4.0841 0.8145 -1.19 0.18 0.23 0.111
H 1.6782 2.2409 3.1099 -1.27 -0.15 -0.26 0.132
H 0.1456 -0.1824 3.0073 0.34 0.02 0.20 0.069
H -1.6974 2.6144 0.5701 -0.30 0.49 -0.52 0.117

No. 6
31
Properties=species:S:1:pos:R:3:forces:R:3:lowdin_charge:R:1 method="wB97M-V/def2-TZVPD" orbital_gap_ev=3.31 total_charge=+3 de_lowest_kcal_mol=86.4 multiplicity=1
In 1.2095 -0.5000 -0.1318 -0.95 0.20 0.13 1.515
C 1.4337 -3.4562 2.3074 -1.22 -1.34 -0.19 -0.177
C 1.1000 -2.3153 3.2263 -0.54 1.40 0.97 -0.150
O 0.3337 -1.3468 2.5478 0.17 0.62 -0.46 -0.081
O 2.1629 -3.0298 1.2102 0.14 0.21 -0.43 -0.011
H 0.4922 -3.8548 1.9295 -0.25 0.15 -0.08 0.158
H 1.8751 -4.2763 2.8737 0.64 0.19 0.06 0.174
H 1.9624 -1.7296 3.5446 0.66 -0.62 0.18 0.161
H 0.5005 -2.6422 4.0759 0.36 -0.51 0.05 0.168
H -0.4285 -1.2039 3.1137 -0.70 0.30 -0.39 0.124
H 3.0716 -3.1930 1.4733 1.00 0.21 -0.47 0.144
C 0.2389 1.0314 -3.5583 0.77 -1.68 -0.16 -0.094
C -0.9962 0.0766 -3.5239 -0.56 -0.72 0.54 -0.124
O -1.3807 -0.1649 -2.1483 0.80 0.17 -1.48 -0.014
O 1.3847 0.3250 -2.9793 -1.37 1.86 0.90 -0.076
H -0.0380 1.9568 -3.0533 0.50 -0.19 0.47 0.131
H 0.4856 1.2225 -4.6027 -0.19 -0.02 -0.15 0.161
H -0.7825 -0.9014 -3.9551 0.78 -0.09 0.05 0.151
H -1.8077 0.4275 -4.1614 -0.14 0.65 0.44 0.155
H -2.2881 0.1431 -2.0898 -0.48 0.22 0.54 0.125
H 1.9585 0.0329 -3.6914 0.29 -0.47 -0.35 0.131
C -0.8911 2.9148 0.1945 0.03 -0.67 0.29 -0.113
C -1.4979 2.1331 1.4339 0.23 1.01 -0.73 -0.138
O -1.4099 0.7217 1.2862 0.57 0.85 0.02 -0.065
O 0.3802 2.3725 -0.2242 -0.86 -0.72 -0.11 -0.089
H -0.7609 3.9914 0.3051 -0.26 -0.12 0.85 0.152
H -1.5520 2.8087 -0.6658 -0.41 -0.39 -0.03 0.137
H -2.5232 2.4404 1.6398 -0.14 0.08 -0.54 0.149
H -0.9726 2.4759 2.3254 0.70 -0.10 0.17 0.151
H -2.1299 0.4032 1.8355 -0.40 -0.62 -0.16 0.119
H 0.8695 3.1369 -0.5371 0.84 0.13 0.05 0.123

No. 7
47
Properties=species:S:1:pos:R:3:forces:R:3:mulliken_spin:R:1 method="wB97M-V/def2-TZVPD" orbital_gap_ev="7.24 / 6.85" total_charge=+1 multiplicity=2 s_squared=1.0360
Tc 0.4583 -1.0199 0.4157 1.58 -0.09 0.00 1.554
Cl -2.8808 -1.5015 4.0419 0.03 0.07 0.02 0.001
C -1.8036 -0.1779 3.7682 -0.67 0.21 1.00 0.013
C -1.8355 0.9415 4.6459 -0.39 -0.68 -0.04 -0.007
C -1.0269 2.0048 4.4408 0.28 0.50 0.04 0.009
Cl -1.0857 3.3546 5.5314 0.03 -0.12 -0.14 0.001
C -0.1321 2.0258 3.3381 0.07 0.29 0.13 -0.016
C 0.7476 3.0851 3.0085 -0.22 0.01 0.29 0.022
C 1.5505 2.9831 1.9144 0.22 -0.13 -0.37 -0.008
C 1.4973 1.8203 1.1194 0.04 0.31 0.09 0.045
N 0.6907 0.8236 1.4008 -0.19 -0.02 -0.03 -0.009
C -0.1266 0.9046 2.5075 0.38 -0.20 -0.61 0.018
C -0.9553 -0.2197 2.7181 0.43 -0.96 -1.35 -0.008
O -0.8852 -1.2627 1.8401 -0.41 0.90 1.22 0.011
H -2.5195 0.9350 5.4847 0.02 -0.05 -0.06 0.000
H 0.7728 3.9707 3.6327 -0.02 -0.08 -0.02 0.001
H 2.2322 3.7777 1.6403 -0.05 -0.05 0.01 0.000
H 2.1229 1.7092 0.2414 -0.01 0.03 0.03 -0.004
I 0.0425 -3.7368 -0.1825 -0.01 0.34 -0.49 -0.012
C 0.4555 -4.8832 1.5572 -0.14 -0.27 0.03 0.007
I 1.0243 -3.9489 3.3279 0.07 0.26 0.28 -0.004
H 1.2511 -5.5452 1.2481 0.00 -0.12 0.01 0.001
H -0.4678 -5.4149 1.7380 0.01 -0.13 0.03 -0.001
C -2.9804 0.7065 -1.9013 -0.11 0.07 0.04 0.002
C -2.3173 -0.0816 -0.8180 0.21 -0.15 -0.07 0.012
N -3.0526 -0.5952 0.1578 -0.01 -0.02 -0.17 0.015
O -1.0735 -0.2511 -0.8783 -0.60 0.11 -0.16 -0.027
H -4.0637 0.7411 -1.7951 0.06 0.01 -0.01 0.000
H -2.7203 0.2600 -2.8607 0.01 0.01 0.02 0.001
H -2.5789 1.7204 -1.8893 -0.01 -0.03 -0.01 0.001
H -4.0474 -0.4550 0.1781 -0.01 0.00 -0.01 0.000
H -2.6044 -1.1596 0.8739 0.09 0.08 0.11 0.000
Br 3.5313 2.2515 -3.0053 -0.06 -0.13 0.06 -0.002
C 2.3585 1.0670 -3.9039 -0.15 0.03 -0.26 0.002
C 1.9247 1.4332 -5.1722 -0.07 -0.05 -0.10 -0.005
C 1.0591 0.6031 -5.8731 0.03 0.04 0.02 0.003
C 0.6174 -0.5922 -5.3181 -0.01 -0.01 0.01 -0.003
C 1.0462 -0.9642 -4.0510 -0.01 0.22 -0.31 0.009
C 1.9164 -0.1288 -3.3655 0.04 -0.19 0.58 -0.106
I 2.4829 -0.7746 -1.4082 0.12 0.43 -1.44 -0.022
H 2.2659 2.3657 -5.6043 -0.02 -0.06 0.01 -0.001
H 0.7309 0.8970 -6.8631 0.02 -0.02 0.06 0.000
H -0.0558 -1.2371 -5.8711 0.05 0.05 0.02 0.000
H 0.7102 -1.8966 -3.6099 0.07 0.09 -0.01 -0.003
C 2.2448 -1.4202 0.9874 -1.04 -0.50 2.32 -0.500
H 2.8191 -0.6897 1.5651 0.16 -0.03 -0.37 -0.004
H 2.6607 -2.4250 1.0473 0.21 0.03 -0.40 0.015

No. 8
17
Properties=species:S:1:pos:R:3:forces:R:3:lowdin_charge:R:1 method="wB97M-V/def2-TZVPD" orbital_gap_ev=11.03 total_charge=+1 smiles="[NH3+][C@H](C=O)CCO" de_lowest_kcal_mol=62.8 multiplicity=1
O -0.0229 -1.2356 -2.6644 -0.06 -0.03 -0.16 0.113
C 0.7620 -0.9539 -1.8162 0.71 0.10 1.54 -0.181
C 0.3966 -0.1046 -0.5504 -3.34 0.44 -3.48 -0.128
C 0.1575 -0.7673 0.7617 1.80 0.75 2.57 -0.122
C 0.5236 0.2865 1.9194 -2.14 -0.17 -1.37 -0.164
O -0.4845 1.3013 1.7300 -0.57 0.43 0.07 -0.100
N -1.1152 0.4001 -1.1202 1.41 0.74 1.00 0.215
H 1.8191 -1.2299 -1.8014 0.27 -0.37 -0.38 0.142
H 0.9785 0.8277 -0.5991 -0.01 -0.36 0.49 0.161
H 0.7965 -1.6349 0.8897 0.26 -0.27 -0.27 0.128
H -0.8445 -1.1115 1.0325 -0.06 0.22 -0.78 0.136
H 1.5613 0.6625 1.8791 -0.52 -0.30 0.25 0.135
H 0.1332 -0.0906 2.8750 1.24 -0.30 -0.13 0.133
H -0.3459 2.0716 1.1735 0.98 0.01 0.20 0.085
H -1.7350 -0.4030 -1.1729 -0.14 -0.03 0.27 0.154
H -1.4374 1.1410 -0.4997 -0.41 -0.54 0.58 0.138
H -1.1428 0.8407 -2.0366 0.58 -0.33 -0.40 0.154

Calculated total energy, respectively: -12351.43230; -26836.26999; -36979.08949; -16685.48737; -46116.15829; -23935.22519; -148635.96392; -9886.86462 eV.